a | Density functional theory data (ωB97M-V/def2-TZVPD) for the ion C23H35N4O3 with charge +1.

Properties
- gap between HOMO and LUMO (Eh) = 0.3021
- charge = +1
- 2S+1 = 1
- SMILES = CCCCOc1ccccc1N1CC[NH+](CCCN2C(=O)[C@@H]3CCCN3C2=O)CC1

Each line ends with the natural charge from an NBO analysis.
Element x y z (Å)
C1 1.10 -7.60 0.41  -0.609
C2 1.15 -6.93 1.79  -0.394
C3 0.92 -5.42 1.73  -0.426
C4 -0.49 -5.06 1.25  -0.064
O1 -0.75 -3.67 1.35  -0.511
C5 -1.12 -3.12 2.55  0.288
C6 -1.23 -3.83 3.73  -0.273
C7 -1.66 -3.21 4.90  -0.201
C8 -1.97 -1.87 4.89  -0.238
C9 -1.84 -1.15 3.71  -0.201
C10 -1.41 -1.74 2.53  0.080
N1 -1.34 -1.04 1.32  -0.433
C11 -2.02 0.21 1.15  -0.228
C12 -1.15 1.42 1.53  -0.246
N2 0.08 1.39 0.72  -0.422
C13 0.97 2.56 0.92  -0.219
C14 0.33 3.91 0.61  -0.429
C15 -0.38 4.00 -0.74  -0.235
N3 0.45 3.65 -1.87  -0.481
C16 1.04 4.58 -2.71  0.697
O2 1.06 5.76 -2.52  -0.532
C17 1.64 3.76 -3.84  -0.144
C18 1.07 3.93 -5.25  -0.395
C19 1.32 2.54 -5.85  -0.415
C20 1.17 1.56 -4.68  -0.218
N4 1.28 2.40 -3.50  -0.399
C21 0.50 2.37 -2.41  0.819
O3 -0.06 1.40 -1.91  -0.682
C22 0.80 0.11 0.97  -0.241
C23 -0.11 -1.05 0.56  -0.227
H1 1.82 -7.13 -0.26  0.202
H2 1.36 -8.65 0.50  0.220
H3 0.11 -7.53 -0.02  0.200
H4 2.12 -7.12 2.24  0.211
H5 0.39 -7.39 2.43  0.198
H6 1.08 -5.00 2.72  0.211
H7 1.65 -4.97 1.06  0.200
H8 -1.25 -5.63 1.78  0.179
H9 -0.59 -5.27 0.18  0.200
H10 -1.01 -4.89 3.76  0.224
H11 -1.75 -3.79 5.80  0.224
H12 -2.31 -1.38 5.78  0.221
H13 -2.10 -0.10 3.73  0.191
H14 -2.30 0.30 0.09  0.210
H15 -2.94 0.21 1.74  0.242
H16 -0.87 1.38 2.58  0.221
H17 -1.70 2.34 1.34  0.223
H18 -0.17 1.37 -0.32  0.491
H19 1.32 2.56 1.96  0.232
H20 1.84 2.41 0.27  0.222
H21 1.13 4.65 0.63  0.248
H22 -0.38 4.19 1.38  0.226
H23 -1.27 3.36 -0.77  0.211
H24 -0.69 5.04 -0.90  0.259
H25 2.73 3.89 -3.85  0.237
H26 1.55 4.72 -5.81  0.245
H27 0.00 4.13 -5.20  0.215
H28 0.63 2.31 -6.66  0.238
H29 2.34 2.49 -6.25  0.219
H30 1.95 0.79 -4.67  0.217
H31 0.19 1.06 -4.67  0.220
H32 1.05 0.05 2.03  0.222
H33 1.71 0.10 0.38  0.228
H34 -0.35 -0.96 -0.50  0.211
H35 0.40 -2.00 0.71  0.260


b | Density functional theory data (ωB97M-V/def2-TZVPD) for the ion C23H35N4O3 with charge +1.

Properties
- gap between HOMO and LUMO (Eh) = 0.3653
- charge = +1
- 2S+1 = 1
- SMILES = CCCCOc1ccccc1[NH+]1CCN(CCCN2C(=O)[C@H]3CCCN3C2=O)CC1

Each line ends with the natural charge from an NBO analysis.
Element x y z (Å)
C1 4.62 0.05 1.61  -0.603
C2 4.54 -0.28 3.10  -0.399
C3 4.10 0.93 3.94  -0.434
C4 2.60 0.93 4.25  -0.064
O1 1.76 0.79 3.11  -0.539
C5 1.54 1.83 2.27  0.377
C6 2.07 3.11 2.43  -0.308
C7 1.78 4.11 1.52  -0.146
C8 0.95 3.87 0.44  -0.227
C9 0.40 2.61 0.28  -0.192
C10 0.68 1.60 1.18  0.031
N1 0.05 0.30 0.98  -0.432
C11 -0.89 -0.06 2.07  -0.222
C12 -1.36 -1.51 1.87  -0.246
N2 -1.19 -1.83 0.47  -0.465
C13 -2.02 -2.90 -0.04  -0.214
C14 -3.49 -2.48 -0.15  -0.422
C15 -3.65 -1.08 -0.76  -0.218
N3 -2.96 -0.96 -2.03  -0.472
C16 -3.42 -1.51 -3.20  0.694
O2 -4.41 -2.18 -3.32  -0.541
C17 -2.41 -1.10 -4.26  -0.144
C18 -2.86 -0.10 -5.34  -0.396
C19 -1.54 0.61 -5.66  -0.415
C20 -0.78 0.66 -4.32  -0.218
N4 -1.43 -0.35 -3.50  -0.410
C21 -1.83 -0.18 -2.23  0.842
O3 -1.29 0.52 -1.38  -0.709
C22 0.22 -2.00 0.17  -0.218
C23 1.00 -0.81 0.76  -0.239
H1 4.85 -0.84 1.03  0.214
H2 5.41 0.78 1.43  0.213
H3 3.69 0.47 1.25  0.187
H4 5.53 -0.61 3.43  0.218
H5 3.85 -1.11 3.26  0.191
H6 4.61 0.91 4.91  0.230
H7 4.40 1.84 3.43  0.206
H8 2.36 0.05 4.85  0.201
H9 2.33 1.83 4.81  0.188
H10 2.72 3.33 3.26  0.234
H11 2.21 5.09 1.66  0.230
H12 0.73 4.65 -0.27  0.231
H13 -0.26 2.40 -0.55  0.249
H14 -0.52 0.36 0.10  0.530
H15 -1.73 0.64 2.03  0.225
H16 -0.38 0.06 3.03  0.242
H17 -0.79 -2.19 2.52  0.183
H18 -2.41 -1.59 2.14  0.229
H19 -1.65 -3.15 -1.04  0.203
H20 -1.95 -3.81 0.58  0.191
H21 -4.01 -3.20 -0.78  0.242
H22 -3.97 -2.48 0.82  0.213
H23 -4.71 -0.88 -0.93  0.233
H24 -3.23 -0.32 -0.10  0.221
H25 -1.97 -1.99 -4.72  0.232
H26 -3.29 -0.59 -6.20  0.243
H27 -3.59 0.59 -4.92  0.214
H28 -1.70 1.61 -6.07  0.235
H29 -0.97 0.04 -6.39  0.217
H30 0.28 0.43 -4.44  0.212
H31 -0.86 1.63 -3.83  0.214
H32 0.63 -2.94 0.58  0.191
H33 0.34 -2.03 -0.91  0.210
H34 1.77 -0.48 0.07  0.240
H35 1.47 -1.06 1.71  0.237


Verdict on stability: a comes out at the bottom.


a | Density functional theory data (ωB97M-V/def2-TZVPD) for a structure of composition C2H8N4O.

Properties
- gap between HOMO and LUMO (spin up / spin down) (Eh) = 0.2952 / 0.2951
- charge = 0
- 2S+1 = 1

Each line ends with the natural charge from an NBO analysis.
Element x y z (Å)
C1 -0.25 0.58 -0.88  -0.064
N1 -1.35 -0.21 -0.76  -0.386
C2 0.62 -0.37 0.58  0.721
N2 -0.78 -0.87 1.00  -0.736
N3 -0.34 1.94 -0.46  -0.886
N4 1.32 -1.50 0.09  -0.850
O1 1.17 0.43 1.34  -0.652
H1 -2.12 0.33 -0.36  0.357
H2 0.35 0.37 -1.77  0.183
H3 -1.14 -0.30 1.77  0.395
H4 -0.86 -1.88 1.15  0.394
H5 -0.16 2.59 -1.21  0.367
H6 0.32 2.10 0.30  0.390
H7 2.30 -1.28 -0.05  0.389
H8 0.91 -1.92 -0.74  0.379


b | Density functional theory data (ωB97M-V/def2-TZVPD) for a cluster of 2 separate species, C2H8N4O in total.

Properties
- gap between HOMO and LUMO (Eh) = 0.2306
- charge = 0
- 2S+1 = 1

Each line ends with the natural charge from an NBO analysis.
Element x y z (Å)
C1 -0.89 -0.40 0.28  0.597
C2 1.65 -0.28 0.30  0.285
N1 1.22 1.66 -1.35  -1.052
N2 -1.40 -1.35 -0.56  -0.793
N3 -1.79 0.42 0.93  -0.801
O1 2.76 -0.63 0.95  -0.679
N4 0.51 -0.73 0.64  -0.653
H1 2.61 -1.36 1.58  0.431
H2 0.56 1.16 -0.70  0.351
H3 1.07 1.35 -2.30  0.357
H4 0.96 2.64 -1.16  0.340
H5 -0.72 -2.10 -0.69  0.421
H6 -2.38 -1.60 -0.50  0.380
H7 -1.41 1.09 1.57  0.417
H8 -2.75 0.12 1.02  0.399


Verdict on stability: b comes out at the bottom.


a | Density functional theory data (ωB97M-V/def2-TZVPD) for an isolated molecule of C2H8N4O.

Properties
- gap between HOMO and LUMO (Eh) = 0.3367
- charge = 0
- 2S+1 = 1
- SMILES = CN(C)N(N)N=O

Each line ends with the natural charge from an NBO analysis.
Element x y z (Å)
C1 -0.77 -0.65 -1.34  -0.431
N1 0.05 0.25 -0.59  -0.294
C2 -0.57 1.52 -0.30  -0.455
N2 0.66 -0.43 0.86  0.099
N3 1.90 -1.12 0.71  -0.646
N4 0.06 -0.57 1.88  0.193
O1 -1.06 -0.15 2.12  -0.473
H1 -1.57 -1.28 -0.81  0.195
H2 -1.30 0.00 -2.07  0.222
H3 -0.12 -1.40 -1.71  0.208
H4 -0.43 2.34 -1.06  0.204
H5 -1.58 1.39 0.01  0.200
H6 -0.21 2.05 0.51  0.227
H7 2.37 -1.37 1.56  0.382
H8 2.56 -0.57 0.22  0.368


b | Density functional theory data (ωB97M-V/def2-TZVPD) for an isolated molecule of C2H8N4O.

Properties
- gap between HOMO and LUMO (Eh) = 0.3761
- charge = 0
- 2S+1 = 1
- SMILES = N/C=N\C(N)(N)O

Each line ends with the natural charge from an NBO analysis.
Element x y z (Å)
N1 0.22 -2.06 0.07  -0.838
C1 0.90 -1.15 0.80  0.313
N2 0.84 0.13 0.79  -0.575
C2 -0.04 0.85 -0.06  0.598
N3 -0.33 0.27 -1.32  -0.898
N4 -1.33 0.95 0.52  -0.845
O1 0.41 2.13 -0.32  -0.715
H1 -0.17 -1.64 -0.78  0.417
H2 0.70 -2.93 -0.13  0.387
H3 1.60 -1.63 1.51  0.165
H4 -1.35 0.31 -1.34  0.384
H5 -0.09 1.03 -1.96  0.389
H6 -1.48 0.06 0.97  0.358
H7 -1.21 1.62 1.28  0.372
H8 1.33 2.06 -0.03  0.488


c | Density functional theory data (ωB97M-V/def2-TZVPD) for a cluster of 2 separate species, C2H8N4O in total.

Properties
- gap between HOMO and LUMO (Eh) = 0.3675
- charge = 0
- 2S+1 = 1
- SMILES = [H]/N=C(/N)ON.C=N

Each line ends with the natural charge from an NBO analysis.
Element x y z (Å)
H1 0.51 -2.01 0.65  0.362
N1 1.07 -1.24 0.97  -0.776
C1 0.83 -0.10 0.52  0.746
N2 1.57 1.02 0.72  -0.820
O1 -0.79 0.53 0.46  -0.487
N3 -1.77 -0.25 1.09  -0.495
H2 2.55 0.90 0.54  0.399
H3 1.17 1.87 0.34  0.398
H4 -1.75 0.01 2.08  0.340
H5 -1.48 -1.22 1.03  0.323
C2 -0.63 0.42 -1.59  0.072
N4 0.52 -0.20 -1.59  -0.734
H6 -1.58 -0.05 -1.87  0.170
H7 -0.63 1.50 -1.60  0.166
H8 0.42 -1.20 -1.74  0.337


d | Density functional theory data (ωB97M-V/def2-TZVPD) for a cluster of 2 separate species, C2H8N4O in total.

Properties
- gap between HOMO and LUMO (spin up / spin down) (Eh) = 0.3000 / 0.2999
- charge = 0
- 2S+1 = 1

Each line ends with the natural charge from an NBO analysis.
Element x y z (Å)
C1 -0.82 1.90 0.04  -0.465
N1 -1.00 0.48 -0.22  0.012
N2 1.77 0.44 -0.40  -0.542
N3 -0.11 -2.06 -0.08  -0.796
C2 -0.89 -1.51 0.83  0.295
O1 0.66 0.05 -1.17  -0.507
N4 -1.11 -0.20 0.88  -0.359
H1 2.26 -0.39 -0.06  0.330
H2 2.39 0.97 -1.01  0.345
H3 0.36 -1.29 -0.80  0.457
H4 0.07 -3.05 -0.01  0.392
H5 -1.24 -2.08 1.69  0.186
H6 -1.59 2.24 0.74  0.222
H7 -0.90 2.43 -0.90  0.207
H8 0.17 2.06 0.48  0.224


Verdict on stability: a comes out at the bottom.


a | Density functional theory data (ωB97M-V/def2-TZVPD) for an isolated molecule of C7H11N.

Properties
- gap between HOMO and LUMO (Eh) = 0.3472
- charge = 0
- 2S+1 = 1
- SMILES = C1CC12C[C@@H]1N[C@H]1C2

Each line ends with the natural charge from an NBO analysis.
Element x y z (Å)
C1 -1.08 0.02 -1.73  -0.436
C2 -0.22 -1.13 -1.67  -0.415
C3 -0.21 -0.14 -0.47  -0.033
C4 -0.77 -0.81 0.91  -0.403
C5 0.48 -0.28 1.69  -0.107
N1 1.29 0.69 2.42  -0.563
C6 0.58 1.16 1.13  -0.082
C7 0.93 0.89 -0.30  -0.444
H1 -2.18 0.04 -1.69  0.210
H2 -0.95 0.70 -2.57  0.223
H3 -0.66 -2.04 -1.33  0.204
H4 0.65 -1.41 -2.43  0.216
H5 -0.85 -1.95 0.83  0.211
H6 -1.95 -0.68 1.06  0.231
H7 1.38 -0.72 1.10  0.190
H8 0.92 1.32 3.27  0.363
H9 -0.17 1.96 1.32  0.200
H10 1.92 0.63 -0.48  0.222
H11 0.89 1.73 -1.04  0.214


b | Density functional theory data (ωB97M-V/def2-TZVPD) for a structure of composition C7H11N.

Properties
- gap between HOMO and LUMO (Eh) = 0.3069
- charge = 0
- 2S+1 = 1

Each line ends with the natural charge from an NBO analysis.
Element x y z (Å)
C1 -0.82 1.17 1.44  -0.610
C2 -0.78 0.23 0.17  -0.278
C3 0.95 -1.16 -0.60  -0.058
C4 1.64 0.22 -0.17  -0.426
C5 0.28 0.72 -0.89  -0.044
C6 -2.21 -0.15 -0.30  0.039
C7 -0.22 -1.10 0.44  -0.420
H1 0.25 1.05 1.86  0.186
H2 -1.41 0.95 2.39  0.239
H3 -0.86 2.36 1.31  0.220
H4 -0.21 -0.97 -2.30  0.353
H5 1.50 -2.04 -0.78  0.206
H6 1.55 0.64 0.98  0.215
H7 2.45 0.60 -0.89  0.243
H8 0.28 1.79 -1.32  0.224
H9 -2.12 -0.72 -1.23  0.071
H10 -1.10 -1.72 0.26  0.216
H11 0.29 -1.35 1.45  0.239
N1 0.54 -0.51 -1.82  -0.618


Verdict on stability: b comes out at the bottom.


a | Density functional theory data (ωB97M-V/def2-TZVPD) for an isolated molecule of C3H2N4O.

Properties
- gap between HOMO and LUMO (Eh) = 0.3815
- charge = 0
- 2S+1 = 1
- SMILES = c1nnc2oncn12

Each line ends with the natural charge from an NBO analysis.
Element x y z (Å)
C1 1.27 0.68 -0.05  0.098
N1 2.02 -0.39 -0.10  -0.236
N2 1.30 -1.57 0.04  -0.289
C2 0.06 -1.03 0.03  0.567
O1 -1.22 -1.55 -0.05  -0.276
N3 -2.04 -0.38 -0.01  -0.087
C3 -1.31 0.67 -0.05  0.172
N4 0.00 0.31 0.10  -0.399
H1 1.66 1.64 0.15  0.217
H2 -1.74 1.61 -0.08  0.232


b | Density functional theory data (ωB97M-V/def2-TZVPD) for an isolated molecule of C3H2N4O.

Properties
- gap between HOMO and LUMO (Eh) = 0.2740
- charge = 0
- 2S+1 = 1
- SMILES = O=c1ncncnn1

Each line ends with the natural charge from an NBO analysis.
Element x y z (Å)
O1 1.56 -1.39 0.78  -0.474
C1 1.11 -0.80 -0.11  0.759
N1 1.41 0.45 -0.68  -0.488
C2 0.61 1.33 -0.25  0.309
N2 -0.72 1.08 0.20  -0.522
C3 -1.48 -0.09 0.35  0.291
N3 -1.30 -1.31 -0.43  -0.175
N4 -0.09 -1.46 -0.88  -0.119
H1 1.00 2.45 -0.11  0.222
H2 -2.11 -0.27 1.14  0.197


c | Density functional theory data (ωB97M-V/def2-TZVPD) for an isolated molecule of C3H2N4O.

Properties
- gap between HOMO and LUMO (Eh) = 0.3018
- charge = 0
- 2S+1 = 1
- SMILES = O=c1cncnnn1

Each line ends with the natural charge from an NBO analysis.
Element x y z (Å)
O1 -0.11 2.36 -0.78  -0.449
C1 0.13 1.23 -0.64  0.572
C2 0.92 0.68 0.54  0.052
N1 0.69 -0.56 1.00  -0.385
C3 -0.61 -1.15 0.78  0.215
N2 -1.25 -1.37 -0.28  -0.286
N3 -0.44 -1.03 -1.47  0.061
N4 -0.04 0.13 -1.69  -0.199
H1 1.87 1.08 0.76  0.212
H2 -1.16 -1.38 1.78  0.208


d | Density functional theory data (ωB97M-V/def2-TZVPD) for a cluster of 2 separate species, C3H2N4O in total.

Properties
- gap between HOMO and LUMO (Eh) = 0.3360
- charge = 0
- 2S+1 = 1

Each line ends with the natural charge from an NBO analysis.
Element x y z (Å)
C1 1.95 0.20 0.18  0.190
C2 0.50 0.01 -0.24  0.497
C3 -2.00 -0.26 0.37  0.162
H1 -3.01 -0.18 1.51  0.240
H2 -1.96 1.97 -0.07  0.400
N1 3.14 -0.08 0.22  -0.222
N2 -0.03 -1.09 -0.55  -0.319
N3 -1.17 -1.23 0.15  -0.246
N4 -1.54 0.93 -0.36  -0.386
O1 -0.07 1.10 0.05  -0.317


Verdict on stability: d comes out at the bottom.